1.
DFT (ωB97M-V/def2-TZVPD) results for a structure of composition C37H34CdCl3N4P2S5.

Geometry as XYZ:
```
86
Properties=species:S:1:pos:R:3:forces:R:3
Cd -0.35248 1.43232 1.22429 0.0 -0.2 -0.2
C -0.56966 5.34453 5.61098 0.0 0.1 0.1
S 0.47819 5.35232 4.14522 0.0 -0.1 0.1
C -0.22727 4.05769 3.19003 0.0 -0.1 -0.1
S 0.57207 3.79398 1.69514 0.1 0.1 0.0
N -1.27304 3.46470 3.69915 0.0 0.1 0.0
N -1.77932 2.46304 2.91239 0.4 0.3 0.1
C -2.99200 2.15262 3.10284 0.0 -0.1 0.0
C -3.55985 1.06692 2.29944 -0.1 -0.1 -0.2
C -4.89156 0.68641 2.42443 0.1 0.0 0.0
C -5.36497 -0.33214 1.61039 0.0 0.0 0.0
C -4.49766 -0.93079 0.71352 0.0 0.0 0.0
C -3.18044 -0.48920 0.66856 0.0 -0.1 0.0
N -2.72603 0.48584 1.43525 -0.2 0.0 0.1
H -0.19273 6.13984 6.25591 0.0 0.0 0.0
H -1.60762 5.54200 5.35244 0.0 0.0 0.0
H -0.51122 4.39226 6.13213 0.0 0.0 0.0
H -3.59781 2.67524 3.83962 -0.1 0.0 0.0
H -5.53294 1.18371 3.14205 0.0 0.0 0.0
H -6.39778 -0.65264 1.67511 0.0 0.0 0.0
H -4.82236 -1.72324 0.05174 0.0 0.0 0.0
H -2.46054 -0.93681 -0.00430 0.0 0.0 0.0
S -1.57965 2.22125 -1.31083 -0.1 0.1 -0.1
P -0.49427 0.58605 -1.70553 0.1 -0.1 0.0
C 0.24699 -0.08179 -0.34750 -0.4 0.3 0.5
P 0.41284 -1.59638 0.36823 0.1 -0.1 -0.1
S -0.61889 -2.04752 2.01944 0.0 -0.1 0.1
C 0.15656 -2.95241 -0.83850 0.1 0.0 -0.1
C -1.04087 -3.65871 -0.86551 0.0 0.0 0.0
C -1.25464 -4.64851 -1.81360 0.0 0.0 0.0
C -0.26385 -4.95506 -2.73550 0.1 0.0 0.0
C 0.93700 -4.25728 -2.71446 0.0 -0.1 0.0
C 1.14353 -3.25770 -1.77412 0.0 -0.1 0.0
C 2.18229 -1.82499 0.80380 0.0 0.0 -0.1
C 2.61737 -3.00199 1.40901 0.0 0.0 0.0
C 3.95004 -3.16021 1.75410 0.0 0.0 0.0
C 4.86107 -2.13777 1.50620 0.0 0.0 0.0
C 4.43188 -0.96199 0.91038 0.0 0.0 0.0
C 3.09535 -0.80736 0.55649 0.0 -0.1 0.0
C -1.51756 -0.58257 -2.68365 0.0 -0.1 -0.1
C -0.89992 -1.54751 -3.47803 -0.1 0.1 -0.1
C -1.65558 -2.46532 -4.19202 0.0 0.1 0.0
C -3.04110 -2.42849 -4.12188 0.0 0.0 0.0
C -3.66518 -1.46243 -3.34463 0.0 0.0 0.0
C -2.90800 -0.53941 -2.63588 0.1 0.0 0.0
C 0.74535 1.02647 -2.98242 0.1 0.0 -0.1
C 0.39983 1.84380 -4.05734 0.0 0.0 0.0
C 1.32909 2.13460 -5.04314 0.0 0.0 0.0
C 2.61659 1.61549 -4.96083 0.0 0.0 0.0
C 2.96979 0.81120 -3.88846 0.0 0.0 0.0
C 2.03533 0.51752 -2.90173 -0.1 0.0 0.0
H -1.79140 -3.44097 -0.11433 0.0 0.0 0.0
H -2.19570 -5.18641 -1.82866 0.0 0.0 0.0
H -0.42583 -5.73591 -3.46968 0.0 0.0 0.0
H 1.71660 -4.49337 -3.43066 0.0 0.0 0.0
H 2.08110 -2.71214 -1.76602 0.0 0.0 0.0
H 1.89846 -3.78474 1.62633 0.0 0.0 0.0
H 4.28078 -4.07861 2.22550 0.0 0.0 0.0
H 5.90203 -2.26079 1.78396 0.0 0.0 0.0
H 5.13010 -0.15395 0.72504 0.0 0.0 0.0
H 2.74364 0.11349 0.10893 0.0 0.0 0.0
H 0.18014 -1.57953 -3.54610 0.0 0.0 0.0
H -1.15666 -3.21406 -4.79578 0.0 0.0 0.0
H -3.63363 -3.14619 -4.67874 0.0 0.0 0.0
H -4.74781 -1.41215 -3.30215 0.0 0.0 0.0
H -3.38566 0.24065 -2.05546 0.0 0.0 0.0
H -0.59945 2.26146 -4.10189 0.0 0.0 0.0
H 1.05349 2.77488 -5.87345 0.0 0.0 0.0
H 3.34464 1.84698 -5.73047 0.0 0.0 0.0
H 3.97622 0.41585 -3.81092 0.0 0.0 0.0
H 2.29497 -0.09827 -2.04776 0.0 0.0 0.0
C 2.05788 -0.44539 4.01990 0.1 0.0 0.1
S 1.00927 1.01975 4.03688 0.0 -0.1 0.0
C -0.32331 0.36598 5.05718 0.0 0.0 0.0
H 2.39724 -0.67409 5.03209 0.0 0.0 0.0
H 2.92348 -0.23073 3.39556 0.0 0.0 0.0
H 1.51315 -1.28857 3.60041 0.0 0.0 0.0
H -0.81880 -0.45662 4.54099 0.0 0.0 0.0
H -1.03026 1.17727 5.22727 0.0 0.0 0.0
H 0.06771 0.02444 6.01691 0.0 0.0 0.0
Cl 3.52838 4.83805 -3.15918 0.0 0.0 0.0
C 2.55564 4.77470 -1.66800 0.0 0.1 -0.1
Cl 3.04972 6.09442 -0.58982 0.0 0.0 0.0
Cl 0.84608 4.89209 -2.05204 0.0 0.0 0.0
C 2.81997 3.49915 -1.00642 0.0 -0.2 0.2
N 3.03347 2.50371 -0.47775 0.1 0.1 -0.1
```
Positions in Å, forces in eV/Å.

Output
* energy above the lowest of the compared OMol25 structures with the same formula, charge and spin: 0.0 kJ/mol
* HOMO-LUMO gap: 6.59 eV
* E_LUMO: 0.0823 Ha
* energy: -5871.44613 hartree
* net charge: -1
* HOMO level: -4.3471 eV

***

2.
DFT (ωB97M-V/def2-TZVPD) results for a structure of composition C37H34MnN2O3P.

Geometry as XYZ:
```
78
Properties=species:S:1:pos:R:3:forces:R:3
Mn 1.68308 -1.11748 -0.88373 0.4 0.6 -0.1
C 0.75527 4.82739 -1.68706 0.2 0.1 0.3
C 1.65236 4.14282 -2.70234 0.0 0.3 0.0
C 2.05946 4.94513 -3.77312 -0.1 -0.6 -0.3
C 2.79499 4.42581 -4.84060 -0.3 0.4 0.7
C 3.13607 3.09684 -4.83949 0.7 -0.8 -0.2
C 2.80664 2.28960 -3.75834 -0.6 0.4 0.3
C 2.06936 2.79379 -2.67570 0.3 0.2 -0.2
P 1.77105 1.65171 -1.28607 -0.4 -0.7 0.2
C 0.03073 2.01922 -0.82251 0.1 0.2 0.8
C -0.82355 1.91935 -1.90753 -0.6 0.0 -0.5
C -2.20980 2.01061 -1.77574 0.6 0.0 0.8
C -2.72785 2.21495 -0.50814 -0.2 -0.2 0.5
C -1.88869 2.33051 0.60151 0.3 -0.3 -0.5
C -0.50214 2.22079 0.47507 -0.2 -0.1 -0.3
C 0.31222 2.20123 1.73661 0.6 0.1 0.1
C 2.99995 2.04390 0.00761 0.1 -0.1 -0.2
C 3.44439 3.35214 0.24906 -0.2 0.1 0.0
C 4.42190 3.60435 1.19669 -0.1 -0.7 0.0
C 4.97583 2.51827 1.89217 -0.3 0.3 -0.4
C 4.54412 1.22572 1.65204 0.2 -0.4 -0.3
C 3.58050 0.94709 0.66959 -0.6 0.4 -0.1
C 3.27991 -0.49936 0.32061 0.6 0.5 0.3
H 0.89964 5.90966 -1.78917 -0.2 -0.2 0.0
H 0.94577 4.57906 -0.63561 0.1 -0.1 -0.3
H -0.29615 4.57774 -1.85365 0.1 0.1 -0.1
H 1.73092 5.97487 -3.79306 0.1 0.1 0.0
H 3.11165 5.07426 -5.63521 0.0 0.2 -0.3
H 3.71888 2.66976 -5.65987 -0.2 0.2 0.2
H 3.05889 1.24495 -3.75010 0.2 -0.3 -0.1
H -0.42340 1.74115 -2.90103 0.1 0.0 0.0
H -2.86672 1.84215 -2.60504 -0.1 0.0 -0.4
H -3.80149 2.15821 -0.34356 0.1 0.2 -0.1
H -2.29979 2.37675 1.60543 -0.1 0.1 -0.2
H -0.33189 2.26061 2.62253 0.1 0.1 -0.3
H 1.06311 3.01967 1.77341 -0.5 -0.4 0.0
H 0.86150 1.25404 1.81189 -0.1 0.2 0.0
H 3.01251 4.17925 -0.32406 0.2 -0.3 0.3
H 4.74374 4.61562 1.39619 0.1 0.0 0.0
H 5.78703 2.69174 2.57887 0.0 0.0 0.3
H 5.03480 0.38379 2.14377 -0.2 0.3 0.0
H 3.17148 -1.11768 1.20827 -0.4 -0.1 0.2
H 4.12193 -0.90905 -0.22984 0.0 -0.1 -0.5
C -3.10492 -3.43239 5.60045 -0.4 0.7 0.4
C -2.43944 -3.62921 4.27382 0.4 -0.2 -0.2
C -1.10444 -4.02391 4.24185 0.1 -0.2 -0.1
C -0.46086 -4.22572 3.02552 0.1 0.1 0.2
C -1.10754 -3.97151 1.82985 -0.3 0.0 -0.4
C -2.44570 -3.54280 1.83775 0.5 -0.2 0.5
N -3.16591 -3.30106 0.66034 0.0 -0.1 0.0
C -2.64646 -2.98254 -0.59306 0.1 -0.4 -0.1
C -3.10102 -3.67687 -1.71503 -0.3 -0.1 -0.6
C -2.69631 -3.36982 -3.01295 0.1 0.0 0.4
C -1.76083 -2.36821 -3.20160 -0.1 -0.1 0.0
C -1.27858 -1.72527 -2.08405 0.7 0.6 -0.3
C -1.67791 -2.00279 -0.80265 0.1 0.4 1.0
C -1.10754 -1.12696 0.30826 -0.8 -0.3 0.1
O -1.80763 -0.71303 1.20550 -0.2 0.0 0.0
O 0.14797 -0.83261 0.19503 0.7 0.0 0.0
C -3.11167 -3.40784 3.07087 -0.3 0.1 -0.3
C -4.56527 -3.02014 3.02393 -0.2 -0.1 0.6
H -2.41705 -3.62714 6.42908 0.0 0.1 -0.2
H -3.97214 -4.07466 5.75827 0.0 -0.1 -0.2
H -3.48163 -2.39042 5.70044 0.3 -0.5 0.0
H -0.57051 -4.20813 5.17261 -0.1 0.0 -0.2
H 0.55498 -4.60991 3.01297 -0.1 0.1 0.0
H -0.58921 -4.15182 0.88705 -0.2 0.1 0.2
H -4.13236 -3.58031 0.66037 0.1 -0.1 0.0
H -3.79289 -4.50098 -1.60252 -0.1 0.0 0.3
H -3.07406 -3.94130 -3.85048 -0.1 0.0 0.0
H -1.38274 -2.08717 -4.16868 -0.1 -0.1 -0.3
H -0.57158 -0.90514 -2.19473 0.0 0.0 -0.2
H -4.71555 -2.24248 2.28924 -0.1 0.3 -0.2
H -4.95268 -2.65649 3.98178 0.2 -0.1 -0.2
H -5.21152 -3.86472 2.75309 0.1 0.0 -0.1
O 1.79774 -4.97698 -2.00518 0.3 0.8 0.1
C 2.09861 -3.83954 -1.87662 0.0 0.1 0.0
N 2.43846 -2.68110 -1.77127 -0.4 -0.6 0.1
```
Positions in Å, forces in eV/Å.

Output
* <S²>: 6.40
* HOMO-LUMO gap (spin up / spin down): 5.55 / 7.46 eV
* E_LUMO (spin up / spin down): -0.0665 / 0.0037 Ha
* multiplicity: 5
* energy: -3257.97076 hartree
* HOMO level (spin up / spin down): -7.3569 / -7.3582 eV

***

- What is the energy in the second record?
  -3257.97076 hartree